147
Properties=species:S:1:pos:R:3:forces:R:3:lowdin_charge:R:1 method="wB97M-V/def2-TZVPD" e_homo_ev=-7.64 largest_force_ev_per_a=8.1 de_lowest_kcal_mol=227.81 smiles="CCCCCCCCCCCCCCCCCCCC[C@H]1OC(=O)O[C@H]1CCCCNC(C)=O.CN(C)P(=O)(N(C)C)N(C)C.CN(C)P(=O)(N(C)C)N(C)C" e_tot_ha=-3133.70911
C 8.9778 4.2209 1.4586 -0.7 0.1 -0.1 -0.14
C 7.7249 5.0719 0.8934 0.4 -0.1 0.4 -0.26
C 8.1697 6.5639 0.4765 -0.8 0.4 0.0 -0.21
C 7.6917 6.9894 -1.0129 0.9 0.5 0.2 -0.22
C 8.7631 6.6209 -2.1596 -0.4 -0.7 -0.3 -0.21
C 9.1243 5.0486 -2.2445 -0.1 -0.1 -0.7 -0.21
C 7.8691 4.1084 -2.6082 -0.4 0.5 -0.2 -0.22
C 7.6553 3.9377 -4.2043 1.5 -0.3 0.5 -0.20
C 8.3780 2.5425 -4.6332 -0.9 0.4 -0.8 -0.21
C 7.3126 1.3315 -4.6449 0.5 -0.2 0.7 -0.20
C 7.4756 0.3138 -3.3766 0.1 0.4 -0.6 -0.21
C 6.8969 -1.1511 -3.7304 -0.5 0.6 0.7 -0.20
C 5.7775 -1.5659 -2.6080 0.2 0.1 -1.2 -0.22
C 4.3346 -1.5918 -3.3170 0.2 -0.1 0.7 -0.22
C 3.1887 -1.7084 -2.1720 0.1 0.5 -1.1 -0.21
C 2.4409 -0.2972 -1.8815 -0.1 -0.9 0.4 -0.21
C 1.1308 -0.6180 -0.9713 1.4 0.3 0.8 -0.22
C 0.3895 0.7040 -0.4285 -0.1 -0.6 0.2 -0.22
C -1.1936 0.4672 -0.2722 0.3 1.3 0.2 -0.20
C -1.9790 1.9019 -0.1909 -0.4 -1.4 0.1 -0.11
C -3.5369 1.5636 -0.3687 -0.1 0.7 -1.7 -0.25
O -4.4093 1.4816 0.7891 -2.1 -1.3 -1.5 0.02
C -5.6807 1.1460 0.1609 -2.2 -0.7 1.1 -0.33
O -6.6421 0.5448 0.7144 4.9 3.2 -3.1 0.09
O -5.6836 1.6660 -1.1985 0.6 -1.3 2.6 -0.02
C -4.4641 2.5039 -1.2784 -0.2 -0.1 0.5 -0.20
C -4.9957 3.9038 -0.6948 1.9 1.2 0.6 -0.11
C -5.0269 5.1159 -1.7506 -1.1 0.2 0.1 -0.20
C -5.6263 4.7478 -3.2005 -0.1 1.2 -0.9 -0.18
C -4.6556 5.4662 -4.3009 -0.6 0.8 1.3 -0.21
N -3.2919 4.8308 -4.3837 -0.9 -1.2 -1.4 -0.01
C -3.2784 3.8767 -5.5137 1.7 0.3 -3.4 -0.41
C -3.9759 2.4268 -5.4839 0.6 0.4 0.2 -0.02
O -2.7198 4.2099 -6.6025 -2.3 -1.1 4.3 0.02
H 9.0949 4.3964 2.5974 -0.1 -0.3 -1.9 0.08
H 8.7439 3.1105 1.2611 0.7 1.6 0.5 0.07
H 9.9388 4.5504 0.9195 -1.4 -0.7 0.9 0.06
H 7.2273 4.4957 0.0273 0.9 1.1 1.2 0.09
H 6.9407 5.1372 1.7324 1.1 -0.1 -1.3 0.10
H 9.3099 6.7344 0.6065 -1.8 -0.4 -0.4 0.11
H 7.6588 7.2931 1.2200 0.9 -1.1 -1.2 0.10
H 6.6668 6.5434 -1.2715 1.5 0.6 0.5 0.10
H 7.5714 8.1340 -1.0020 0.1 -1.7 -0.2 0.10
H 8.2965 6.8951 -3.1811 0.7 -0.3 1.5 0.11
H 9.7497 7.2142 -2.0657 -1.7 -0.8 0.1 0.11
H 9.8767 4.9421 -3.1202 -1.0 0.0 1.5 0.11
H 9.6006 4.6297 -1.2925 -0.5 0.9 -1.3 0.09
H 8.0522 3.0778 -2.1267 -0.5 1.5 -0.7 0.10
H 6.9153 4.5836 -2.1797 1.4 -0.9 -0.4 0.09
H 6.5470 3.9674 -4.5073 1.8 -0.1 0.4 0.10
H 8.2367 4.8023 -4.7158 -1.2 -1.3 0.7 0.11
H 8.7798 2.6349 -5.7114 -0.4 -0.1 1.7 0.10
H 9.2518 2.3564 -3.9106 -1.3 0.2 -1.2 0.11
H 6.2644 1.8129 -4.6349 1.5 -1.0 0.0 0.11
H 7.4069 0.7036 -5.5967 0.0 1.0 1.2 0.10
H 6.9431 0.8228 -2.4872 0.7 -1.1 -1.3 0.10
H 8.5741 0.1990 -3.0649 -1.5 0.4 -0.6 0.11
H 7.7306 -1.9404 -3.8184 -1.2 1.3 0.3 0.11
H 6.4184 -1.0811 -4.7780 0.5 -0.3 1.7 0.10
H 5.7287 -0.8034 -1.7495 0.3 -1.1 -1.3 0.10
H 6.0799 -2.5781 -2.1547 -0.8 1.4 -0.6 0.11
H 4.3147 -2.4742 -4.0468 -0.1 1.2 1.0 0.11
H 4.1873 -0.6350 -3.9571 0.3 -1.5 1.2 0.11
H 3.7179 -2.0435 -1.2144 -1.1 0.3 -1.2 0.10
H 2.4263 -2.4945 -2.5282 1.0 1.2 0.8 0.11
H 2.1504 0.2559 -2.8479 0.4 -1.0 1.3 0.11
H 3.2015 0.3664 -1.3188 -1.4 -0.9 -0.7 0.12
H 1.5425 -1.1896 -0.0451 -0.9 0.7 -1.6 0.10
H 0.4355 -1.3463 -1.5146 0.9 1.2 0.6 0.11
H 0.6444 1.6117 -1.0968 -0.6 -1.4 0.9 0.11
H 0.7993 0.9260 0.6197 -0.5 -0.1 -1.6 0.12
H -1.4146 -0.0496 0.7293 0.3 0.3 -1.7 0.13
H -1.5901 -0.1274 -1.1834 0.6 0.9 1.6 0.12
H -1.7599 2.4293 0.8147 -0.3 -0.7 -1.8 0.14
H -1.6143 2.4963 -1.0982 -0.7 -0.5 1.4 0.12
H -3.6397 0.5340 -0.8921 0.6 1.6 0.7 0.16
H -4.0194 2.5615 -2.3443 -1.2 -0.2 1.6 0.13
H -6.0143 3.8387 -0.1619 1.6 -0.4 -1.1 0.14
H -4.2442 4.2174 0.1347 -1.3 -0.4 -1.2 0.13
H -5.7391 5.9149 -1.3014 1.3 -1.2 -0.7 0.12
H -4.0158 5.6545 -1.8850 -1.4 -1.1 0.3 0.11
H -6.6650 5.2398 -3.3642 1.6 -0.9 0.5 0.12
H -5.7743 3.6316 -3.3966 0.4 1.5 0.3 0.10
H -4.4701 6.5420 -3.9051 -0.5 -1.7 -0.7 0.12
H -5.1565 5.5907 -5.3236 1.0 -0.5 1.4 0.13
H -3.0433 4.3562 -3.5031 -0.5 0.2 -0.5 0.09
H -5.0167 2.5346 -5.9471 1.4 -0.2 0.8 0.09
H -3.3495 1.7544 -6.1757 -1.0 1.0 1.2 0.09
H -4.0290 1.9826 -4.4162 -0.1 0.7 -1.9 0.07
C 0.0248 -6.0476 3.3235 0.2 -0.5 -0.1 -0.14
N 0.3833 -5.1137 2.2695 -1.4 0.2 0.1 -0.32
C -0.7546 -4.9866 1.3562 0.1 0.5 -0.2 -0.14
P 1.8995 -4.9630 1.4803 -0.8 2.0 7.8 0.77
O 1.7763 -3.4331 1.3348 0.2 -1.2 -4.1 -0.30
N 3.1843 -4.8091 2.6324 1.4 -0.2 0.9 -0.35
C 2.9002 -4.3862 4.0005 -0.4 0.0 0.0 -0.13
C 4.3090 -4.0088 2.1310 -0.1 -0.1 -0.3 -0.15
N 2.0776 -6.7398 1.5671 0.7 -0.7 -3.2 -0.30
C 2.9821 -7.4537 2.4618 0.6 0.3 0.3 -0.13
C 2.2575 -7.2715 0.2054 -0.4 -0.3 -0.2 -0.15
H -0.1519 -7.0614 2.9472 0.0 -0.1 0.0 0.08
H -0.8955 -5.7182 3.8207 0.1 0.2 -0.3 0.09
H 0.7681 -6.1022 4.1136 0.2 0.0 -0.1 0.05
H -0.9022 -5.9095 0.7814 -0.2 -0.1 0.0 0.08
H -0.6003 -4.1708 0.6450 0.1 0.0 0.1 0.07
H -1.6779 -4.7574 1.8962 0.1 -0.1 0.1 0.08
H 2.2139 -3.5327 4.0362 0.0 0.0 0.1 0.09
H 3.8157 -4.1037 4.5302 0.1 0.0 -0.4 0.08
H 2.4869 -5.2046 4.5875 -0.2 0.0 0.0 0.05
H 4.1122 -2.9331 2.2091 0.0 0.0 -0.1 0.08
H 4.5104 -4.2387 1.0800 0.0 0.1 0.0 0.07
H 5.2222 -4.2329 2.6903 -0.1 -0.1 0.1 0.08
H 4.0345 -7.2290 2.2655 0.0 -0.1 0.1 0.09
H 2.8484 -8.5358 2.3472 -0.3 0.1 -0.4 0.09
H 2.7605 -7.2492 3.5095 0.1 0.3 -0.1 0.07
H 3.2473 -7.0181 -0.1901 0.0 -0.2 -0.1 0.08
H 1.5059 -6.8461 -0.4693 0.0 0.1 0.0 0.08
H 2.1305 -8.3572 0.1781 0.1 0.1 0.1 0.08
C -11.2144 -3.4210 3.8237 0.0 0.3 0.4 -0.14
N -9.8264 -3.8492 3.8467 -0.7 -1.3 -0.2 -0.32
C -9.7711 -5.2128 4.3763 0.5 -0.1 -0.2 -0.15
P -8.4509 -2.9094 4.2619 -3.9 1.8 -6.9 0.76
O -7.5440 -3.6154 3.2342 1.9 -1.1 3.7 -0.30
N -8.4158 -1.4282 3.3660 -0.1 1.4 -0.3 -0.34
C -9.1819 -1.2960 2.1300 -0.2 -0.3 0.0 -0.12
C -7.0510 -0.9450 3.1117 0.1 -0.2 0.5 -0.15
N -9.4353 -2.0922 5.5115 2.0 -0.4 2.8 -0.30
C -9.9372 -0.7251 5.4282 0.3 0.5 -0.5 -0.13
C -8.7900 -2.2696 6.8232 -0.3 -0.3 0.3 -0.15
H -11.6525 -3.3544 4.8261 -0.1 0.0 0.1 0.08
H -11.8185 -4.1340 3.2494 0.3 -0.1 0.1 0.09
H -11.3561 -2.4663 3.3258 0.2 0.1 0.1 0.05
H -10.0166 -5.2295 5.4459 -0.2 -0.1 0.1 0.07
H -8.7733 -5.6426 4.2555 0.0 0.2 0.0 0.07
H -10.4613 -5.8764 3.8469 -0.1 0.2 0.0 0.08
H -9.0719 -2.1705 1.4790 -0.1 0.0 -0.1 0.09
H -8.8740 -0.4131 1.5614 0.3 -0.1 0.2 0.07
H -10.2383 -1.1326 2.3376 -0.1 -0.2 0.0 0.05
H -6.5848 -1.4643 2.2677 0.0 0.0 0.1 0.07
H -6.4168 -1.0949 3.9918 0.0 -0.1 0.0 0.07
H -7.0538 0.1251 2.8964 -0.2 -0.2 0.1 0.06
H -9.1349 0.0176 5.3910 -0.1 0.0 -0.1 0.08
H -10.5576 -0.4978 6.3033 0.2 -0.4 0.2 0.09
H -10.5949 -0.5867 4.5697 0.3 -0.1 -0.1 0.07
H -7.8785 -1.6665 6.8999 0.0 0.0 0.2 0.08
H -8.5127 -3.3196 6.9696 0.0 0.0 -0.1 0.07
H -9.4639 -2.0021 7.6419 0.0 0.1 -0.1 0.08